# 1
ORCA calculation (ωB97M-V with the def2-TZVPD basis set) on an isolated ion of composition C13H22Cl2NO2 and charge +1 at a distorted geometry.

Output
HOMO level   -12.240 eV
LUMO   -3.40 eV
Charge   +1
Kohn-Sham gap   0.32492 Eh
SMILES   CCC(=O)OCC[C@@H]1CC[NH2+]C[C@@H]1/C(Cl)=C(\C)Cl

The geometry in XYZ format:
```
40
Properties=species:S:1:pos:R:3:forces:R:3
C 4.155 -1.126 0.691 -0.192 0.158 -0.588
C 3.160 -1.809 -0.257 -0.453 0.341 0.279
C 2.102 -2.562 0.523 -0.128 1.684 -1.091
O 2.351 -3.589 1.003 0.475 -2.796 1.408
O 0.817 -2.051 0.625 -0.026 0.735 -0.352
C 0.664 -1.052 1.646 -0.364 -0.528 0.214
C -0.236 0.115 1.210 0.395 -0.064 -0.323
C -0.658 0.057 -0.261 1.051 1.004 -0.340
C 0.577 0.501 -1.141 -0.995 0.076 -0.204
C 0.344 1.796 -1.913 0.908 -0.685 -0.071
N -0.080 2.804 -0.912 -0.032 0.095 0.310
C -1.386 2.460 -0.229 -0.160 -0.365 -0.894
C -1.834 1.017 -0.536 0.100 0.220 0.881
C -3.061 0.759 0.325 0.362 1.947 0.287
Cl -3.744 2.123 1.207 0.193 -0.072 -0.138
C -3.666 -0.385 0.431 -0.864 -1.580 -0.284
C -3.222 -1.614 -0.299 0.121 -0.189 0.812
Cl -5.072 -0.562 1.407 -0.002 -0.245 0.037
H 4.834 -0.527 0.092 0.237 0.040 0.035
H 3.664 -0.456 1.390 0.001 0.034 0.179
H 4.723 -1.875 1.224 0.095 -0.085 0.259
H 3.690 -2.560 -0.827 0.073 -0.151 -0.201
H 2.704 -1.109 -0.949 0.053 0.122 -0.036
H 1.643 -0.745 1.998 0.081 0.311 -0.057
H 0.180 -1.536 2.489 0.040 -0.173 0.185
H 0.340 1.032 1.342 -0.009 0.196 0.183
H -1.089 0.193 1.876 -0.228 -0.126 0.048
H -0.851 -0.944 -0.591 -0.398 -0.319 0.232
H 0.801 -0.279 -1.859 0.200 -0.092 -0.102
H 1.457 0.664 -0.525 0.162 -0.191 0.159
H -0.346 1.707 -2.741 -0.411 0.200 0.098
H 1.301 2.106 -2.317 0.070 0.294 -0.178
H 0.642 2.791 -0.190 0.056 0.157 -0.069
H -0.112 3.758 -1.271 -0.023 -0.103 -0.133
H -2.133 3.136 -0.608 -0.115 0.393 0.056
H -1.233 2.608 0.823 -0.066 0.150 0.338
H -2.158 0.945 -1.570 0.083 -0.002 -0.279
H -2.843 -1.405 -1.291 -0.256 -0.010 -0.284
H -4.025 -2.337 -0.281 -0.100 -0.118 -0.407
H -2.401 -2.052 0.267 0.067 -0.262 0.030
```
Positions in Å, forces in eV/Å.

---

# 2
ORCA calculation (ωB97M-V with the def2-TZVPD basis set) on C13H22ClI2NOPRu as an isolated structure at a distorted geometry.

Output
HOMO level (alpha / beta)   -14.321 / -15.274 eV
Relative energy (zero: lowest compared OMol25 entry of this formula, charge and spin)   0.0 kcal per mole
LUMO (alpha / beta)   -5.78 / -10.11 eV
Charge   +2
⟨S²⟩   8.797
Kohn-Sham gap (alpha / beta)   0.31401 / 0.18992 Eh
2S+1   6

The geometry in XYZ format:
```
42
Properties=species:S:1:pos:R:3:forces:R:3
I -0.322 -2.696 0.057 0.111 -0.104 0.442
I -1.078 2.580 -0.765 -0.358 1.330 0.471
Ru 0.138 0.151 0.241 4.894 0.239 2.072
P 0.288 0.048 -2.064 -0.250 -0.569 -3.972
C -1.308 -0.004 -2.984 0.106 -0.016 0.476
C 1.166 1.378 -2.971 0.042 0.222 0.462
H 2.165 -1.447 -2.269 -0.201 -0.118 -0.162
H 1.282 -1.258 -3.821 -0.034 0.057 0.176
H 0.612 -2.319 -2.530 0.294 0.332 -0.184
C 1.175 -1.401 -2.740 0.067 -0.214 0.447
H 2.171 1.466 -2.549 -0.131 0.143 -0.161
H 1.223 1.102 -4.031 -0.092 -0.034 0.297
H -1.098 -0.004 -4.060 -0.028 -0.019 0.245
H -1.908 0.888 -2.736 0.025 -0.414 -0.224
H 0.635 2.331 -2.870 0.335 -0.170 -0.173
H -1.864 -0.912 -2.712 0.044 0.304 -0.113
C -1.673 -0.203 0.117 -7.338 -1.421 -0.120
O -2.830 -0.368 0.034 4.248 0.733 0.245
Cl 2.464 0.608 0.072 -1.116 -0.044 -0.125
C 3.035 -3.000 3.052 0.158 -0.288 -0.241
N 2.497 -1.804 3.756 -0.976 0.410 -0.311
C 3.517 -1.267 4.692 0.185 0.119 0.342
C 1.949 -0.752 2.770 0.881 -0.633 -0.085
C 0.738 -0.006 3.256 0.082 -0.569 0.768
C 0.508 0.160 4.629 -0.399 0.347 -0.268
C -0.660 0.808 5.067 0.175 -0.222 -0.078
C -1.598 1.278 4.150 -0.156 0.368 -0.385
C -1.365 1.131 2.774 -0.025 -0.036 0.811
C -0.208 0.488 2.352 -0.613 0.167 -0.925
H 3.943 -2.709 2.514 -0.223 -0.052 0.088
H 2.283 -3.374 2.351 0.156 0.044 0.189
H 3.276 -3.761 3.801 -0.044 0.154 -0.216
H 1.686 -2.116 4.302 0.165 0.035 -0.021
H 4.398 -0.988 4.118 -0.024 -0.039 0.011
H 3.129 -0.394 5.213 0.124 -0.081 -0.091
H 3.765 -2.049 5.413 0.032 0.139 -0.096
H 2.794 -0.085 2.556 -0.205 -0.084 0.095
H 1.741 -1.293 1.834 0.064 0.090 0.537
H 1.224 -0.221 5.367 -0.490 0.303 -0.280
H -0.839 0.928 6.134 0.025 -0.060 -0.251
H -2.520 1.774 4.482 0.512 -0.239 -0.058
H -2.075 1.509 2.040 -0.020 -0.110 0.366
```
Positions in Å, forces in eV/Å.

---

# 3
ORCA calculation (ωB97M-V with the def2-TZVPD basis set) on a 2-piece molecular cluster, C13H22N overall.

Output
HOMO level   -10.278 eV
Relative energy (zero: lowest compared OMol25 entry of this formula, charge and spin)   36.2 kcal per mole
LUMO   -5.51 eV
Charge   +1
Kohn-Sham gap   0.17519 Eh

The geometry in XYZ format:
```
36
Properties=species:S:1:pos:R:3:forces:R:3
C -1.969 1.058 -1.360 0.051 -0.102 -0.069
C -1.526 1.488 0.044 0.110 0.156 0.464
N -0.645 0.612 0.807 -0.284 -0.468 -0.641
C -1.217 -0.253 1.822 -0.007 0.143 0.043
C -1.596 -1.690 1.420 0.037 0.054 -0.074
C 0.782 0.829 0.828 -0.273 -0.344 0.145
C 1.356 1.236 -0.523 0.179 -0.264 0.033
H -2.596 1.853 -1.785 0.106 -0.153 0.065
H -1.119 0.909 -2.039 -0.189 -0.017 0.229
H -2.572 0.141 -1.341 0.227 0.156 0.048
H -1.033 2.472 -0.046 -0.287 -0.137 0.099
H -2.437 1.618 0.655 0.225 0.177 -0.189
H -0.484 -0.325 2.645 -0.320 0.095 -0.040
H -2.127 0.245 2.203 0.258 -0.170 0.126
H -2.051 -2.186 2.289 0.082 0.069 -0.226
H -2.325 -1.710 0.596 0.256 0.064 0.231
H -0.715 -2.277 1.126 -0.211 0.209 -0.006
H 1.065 1.573 1.604 0.071 -0.013 -0.200
H 1.236 -0.116 1.169 0.057 0.290 -0.225
H 2.432 1.416 -0.439 -0.107 0.012 -0.003
H 1.208 0.417 -1.237 -0.013 0.271 0.061
H 0.889 2.146 -0.913 0.096 -0.189 0.028
C 0.856 3.340 3.468 0.016 0.340 -0.215
C 1.832 2.607 4.133 0.156 -0.187 -0.183
C 1.996 2.421 5.503 0.405 -0.308 0.012
C 1.250 2.925 6.558 -0.059 0.114 0.282
C 0.184 3.819 6.505 -0.012 0.095 0.175
C -0.377 4.411 5.378 -0.358 0.319 0.028
C -0.074 4.209 4.034 -0.239 0.101 -0.207
H 0.851 3.280 2.370 0.116 0.135 0.598
H 2.574 2.108 3.500 -0.376 0.063 0.163
H 2.829 1.768 5.789 -0.293 0.270 -0.114
H 1.565 2.614 7.557 -0.124 0.060 -0.303
H -0.239 4.131 7.465 0.143 -0.171 -0.325
H -1.184 5.131 5.571 0.396 -0.317 -0.063
H -0.652 4.818 3.328 0.163 -0.354 0.257
```
Positions in Å, forces in eV/Å.

---

# 4
ORCA calculation (ωB97M-V with the def2-TZVPD basis set) on C13H22NO2SSe2SiV as an isolated structure at a distorted geometry.

Output
HOMO level (alpha / beta)   -15.732 / -15.724 eV
LUMO (alpha / beta)   -9.01 / -9.05 eV
Charge   +2
Kohn-Sham gap (alpha / beta)   0.24693 / 0.24543 Eh

The geometry in XYZ format:
```
43
Properties=species:S:1:pos:R:3:forces:R:3
V -0.716 0.321 -0.954 -0.241 -0.062 -1.451
O -6.268 0.604 -1.213 0.010 -0.008 0.070
C -5.603 0.373 0.007 -0.111 0.037 -0.124
C -4.087 0.384 -0.282 0.007 0.037 -0.093
C -3.356 0.081 1.042 0.016 -0.260 0.116
O -2.851 -1.241 1.140 -0.030 0.016 0.025
C -3.873 -0.676 -1.355 -0.105 0.120 -0.269
Se -2.059 -1.215 -1.899 0.557 0.165 0.257
C -3.757 1.799 -0.761 -0.173 -0.078 0.017
Se -1.918 2.181 -1.359 0.357 0.002 0.294
H -7.223 0.639 -1.081 0.021 -0.003 0.007
H -5.868 -0.598 0.441 -0.010 -0.025 0.004
H -5.825 1.145 0.751 -0.026 0.047 0.012
H -4.011 0.306 1.887 -0.003 0.097 0.005
H -2.494 0.748 1.147 0.132 0.044 -0.019
H -3.513 -1.836 1.510 0.022 0.053 0.060
H -4.319 -0.368 -2.300 -0.067 0.042 0.060
H -4.325 -1.627 -1.076 0.069 -0.018 0.085
H -3.927 2.531 0.030 0.029 -0.014 0.031
H -4.356 2.086 -1.624 -0.073 -0.061 0.006
C 4.431 0.448 -2.117 -0.011 0.059 -0.200
Si 4.495 -0.092 -0.351 -0.060 -0.012 0.019
C 5.233 -1.774 -0.198 0.008 -0.297 -0.003
C 5.329 1.173 0.697 0.044 0.250 0.162
C 2.723 -0.263 0.425 -0.005 -0.030 0.026
C 2.683 -0.672 1.770 0.027 -0.007 0.032
C 1.506 -0.859 2.484 0.152 -0.033 0.065
C 0.310 -0.619 1.858 -0.115 0.202 -0.440
N 0.307 -0.212 0.575 0.561 -0.057 0.504
C 1.472 -0.054 -0.127 -0.231 -0.097 0.345
S 1.223 0.424 -1.883 -0.693 -0.106 0.462
H 5.477 0.523 -2.434 -0.065 0.019 -0.052
H 3.987 1.435 -2.262 0.029 -0.026 -0.019
H 3.951 -0.272 -2.783 0.031 0.032 0.001
H 6.283 -1.755 -0.504 -0.063 0.016 -0.003
H 4.708 -2.469 -0.858 0.075 -0.075 0.056
H 5.201 -2.172 0.819 0.005 0.007 -0.054
H 6.381 1.260 0.411 -0.060 0.000 -0.004
H 5.303 0.943 1.764 0.005 0.022 -0.047
H 4.860 2.148 0.542 0.078 0.029 0.085
H 3.624 -0.857 2.280 -0.036 0.008 -0.026
H 1.517 -1.185 3.515 0.017 0.003 -0.018
H -0.655 -0.736 2.325 -0.075 -0.034 0.014
```
Positions in Å, forces in eV/Å.

---

# 5
ORCA calculation (ωB97M-V with the def2-TZVPD basis set) on a 4-piece molecular cluster, C13H22NO8S overall at a distorted geometry.

Output
HOMO level   -1.932 eV
LUMO   2.68 eV
Charge   -1
Kohn-Sham gap   0.16952 Eh

The geometry in XYZ format:
```
45
Properties=species:S:1:pos:R:3:forces:R:3
O 2.553 2.125 0.682 3.159 1.599 5.078
O 1.858 1.896 -0.396 -2.976 0.951 -4.288
C 0.520 2.521 -0.337 -2.881 -1.369 -0.782
N -0.468 1.415 -0.018 1.128 2.405 0.265
S -1.869 2.017 0.845 0.640 0.583 -0.112
H 2.839 3.089 0.750 -0.721 -1.349 -0.689
H 0.452 3.458 0.363 0.611 -1.563 -0.900
H 0.278 2.869 -1.453 1.034 -0.321 1.931
H -1.867 3.421 0.829 0.179 -1.050 -0.272
O -0.067 -3.233 -3.566 0.668 1.138 0.698
C 0.673 -2.610 -2.823 -0.755 -0.325 -1.286
O 0.940 -1.276 -2.943 -0.657 -1.376 -0.394
C 1.925 -0.907 -1.980 0.409 0.976 0.458
C 1.848 -1.962 -0.908 0.184 0.011 0.872
C 1.453 -3.193 -1.684 0.000 -0.050 0.573
H 2.903 -0.884 -2.471 -0.028 -0.071 -0.058
H 1.702 0.090 -1.588 -0.068 -0.241 -0.215
H 2.781 -2.078 -0.349 -0.097 0.111 -0.092
H 1.055 -1.708 -0.193 0.160 0.130 -0.132
H 2.324 -3.721 -2.080 -0.147 -0.110 -0.058
H 0.833 -3.863 -1.084 0.123 -0.151 -0.381
O -6.220 -0.443 -3.462 1.553 -0.647 0.483
C -5.202 -1.098 -3.307 -1.185 1.445 -0.208
O -4.086 -0.646 -2.663 -1.246 -0.020 -0.368
C -3.057 -1.629 -2.764 0.932 -0.090 0.182
C -3.772 -2.927 -3.032 0.264 -0.897 0.038
C -4.974 -2.485 -3.828 -0.008 -0.566 0.183
H -2.385 -1.348 -3.582 -0.030 -0.036 0.128
H -2.486 -1.662 -1.831 -0.120 0.322 -0.183
H -3.150 -3.662 -3.551 0.035 0.169 0.133
H -4.102 -3.372 -2.085 0.069 0.061 -0.115
H -4.757 -2.433 -4.898 -0.154 0.025 0.043
H -5.839 -3.125 -3.638 -0.043 0.290 -0.319
O 2.085 4.561 3.629 0.925 -1.380 1.263
C 2.298 3.531 4.248 -0.646 1.593 -1.493
O 3.447 3.271 4.937 -0.201 0.553 -0.244
C 3.397 1.938 5.443 0.411 -0.442 0.310
C 1.934 1.585 5.491 -0.460 -0.625 0.463
C 1.369 2.358 4.326 -0.318 -0.185 0.313
H 3.960 1.286 4.767 -0.043 0.056 0.023
H 3.858 1.902 6.435 0.100 0.192 -0.220
H 1.748 0.509 5.434 0.092 0.131 0.031
H 1.493 1.955 6.425 0.099 -0.093 -0.080
H 1.431 1.790 3.393 -0.161 0.197 -0.114
H 0.343 2.679 4.517 0.168 0.020 -0.464
```
Positions in Å, forces in eV/Å.

---

# 6
ORCA calculation (ωB97M-V with the def2-TZVPD basis set) on C13H23BN6PtSi as an isolated structure at a distorted geometry.

Output
HOMO level (alpha / beta)   -11.923 / -15.817 eV
Relative energy (zero: lowest compared OMol25 entry of this formula, charge and spin)   114.1 kcal per mole
LUMO (alpha / beta)   -6.76 / -11.62 eV
Charge   +2
⟨S²⟩   6.034
Kohn-Sham gap (alpha / beta)   0.18965 / 0.15435 Eh
2S+1   5

The geometry in XYZ format:
```
45
Properties=species:S:1:pos:R:3:forces:R:3
H -0.336 2.738 0.815 0.082 -0.256 0.216
N 0.329 1.458 -0.775 0.433 1.808 -0.145
B 0.752 0.682 -3.135 0.651 -0.865 0.694
N 0.766 1.768 -2.041 -0.210 1.104 -0.636
C 0.883 3.123 -2.197 -0.159 -1.368 0.102
Pt -0.247 -0.632 -0.191 2.332 3.617 1.358
H 1.185 3.571 -3.169 -0.105 -0.573 0.989
C 0.503 3.721 -0.995 -0.561 -1.006 0.681
H 0.480 4.786 -0.778 -0.006 -0.422 0.065
C 0.109 2.643 -0.155 0.293 1.205 -1.009
H 1.009 1.098 -4.232 -0.177 -0.148 0.338
C -1.493 -1.814 0.814 1.111 -3.536 -1.065
H -2.317 -1.364 1.410 0.642 -0.541 -0.600
H -0.642 -2.396 1.311 -1.440 0.758 0.556
H -1.593 -2.540 -0.063 -1.515 0.818 1.152
N -0.746 0.141 -3.016 -0.266 -0.797 0.264
N 1.752 -0.431 -2.664 -2.695 1.738 0.430
N -1.242 -0.348 -1.831 -1.638 0.127 -1.927
N 1.588 -0.998 -1.384 -1.784 -0.247 0.151
C -1.714 -0.027 -3.911 0.732 0.380 -1.127
C 2.854 -0.963 -3.216 1.740 -2.066 -0.014
H -1.548 0.155 -4.970 0.052 0.173 0.348
H 3.195 -0.674 -4.192 -0.090 0.050 -0.074
C -2.843 -0.524 -3.314 -0.578 -0.256 1.554
C 3.387 -1.938 -2.338 -0.825 1.100 0.011
C -2.553 -0.688 -1.966 1.216 0.472 -1.732
C 2.638 -1.898 -1.188 2.253 -0.403 0.137
H -3.771 -0.768 -3.738 -0.863 -0.209 -0.726
H 4.188 -2.613 -2.486 0.690 -0.271 -0.330
H -3.108 -1.137 -1.174 -0.285 0.034 0.278
H 2.558 -2.499 -0.316 0.398 -0.472 0.344
H 0.841 -1.745 -1.285 -0.186 -0.721 -2.078
C 2.054 -1.409 2.322 0.220 -0.761 -1.212
Si 0.612 -0.237 1.941 1.884 1.964 5.305
C -0.679 -0.552 3.343 -0.718 -0.212 -0.614
C 1.331 1.477 2.541 -0.420 -0.119 -1.067
H 1.780 -2.446 2.092 0.192 0.022 0.096
H 2.355 -1.374 3.382 -0.541 0.391 -0.246
H 2.935 -1.152 1.719 -0.148 -0.084 0.116
H -0.290 -0.341 4.350 0.344 0.195 -0.538
H -1.560 0.083 3.194 0.038 -0.045 0.156
H -1.029 -1.592 3.342 0.102 0.139 0.006
H 1.816 1.424 3.531 -0.299 -0.517 -0.368
H 2.089 1.852 1.842 -0.087 0.007 0.108
H 0.549 2.244 2.625 0.192 -0.204 0.054
```
Positions in Å, forces in eV/Å.